Density functional theory data (wB97M-V/def2-TZVPD) for a 8-piece molecular cluster, C32H32Cl6N6 overall.

For the orbital gap (spin up / spin down), the calculation gives 6.50 / 2.24 eV. For the HOMO energy (spin up / spin down), the calculation gives -0.406 / -0.406 Eh. As for the energy: -117766.437 eV. The value obtained for the largest force on an atom is 3.106 eV Å⁻¹.

Geometry as ORCA input:
```
! wB97M-V def2-TZVPD RIJCOSX def2/J DEFGRID3
* xyz 1 2
N 1.98031 5.73370 -0.49097
C 1.25843 5.72793 0.67253
C 0.08234 5.00236 0.80005
C -0.21555 4.07578 -0.17954
C 0.53066 4.02140 -1.36535
C 1.61168 4.88946 -1.47824
H 1.56307 6.43053 1.43408
H -0.52530 5.07574 1.68988
H -1.02961 3.39495 0.02089
H 0.39883 3.19409 -2.04695
H 2.22312 4.85885 -2.36796
N -1.09717 2.02498 -3.86224
C -1.09632 1.04186 -4.78701
C -2.22797 0.75595 -5.58552
C -3.35122 1.52216 -5.44043
C -3.35525 2.60593 -4.58153
C -2.19864 2.83070 -3.78773
H -0.12942 0.58029 -4.92292
H -2.19342 -0.00850 -6.34763
H -4.25604 1.35294 -6.00530
H -4.23037 3.23797 -4.54840
H -2.14166 3.68032 -3.12342
N 4.34941 2.53838 2.03814
C 3.35063 2.29774 1.11263
C 3.20553 1.10508 0.46572
C 4.20410 0.15965 0.74288
C 5.28005 0.42077 1.62038
C 5.33331 1.67441 2.18575
H 2.69108 3.10415 0.82784
H 2.38753 0.92568 -0.21627
H 4.07382 -0.81432 0.29477
H 6.00607 -0.33700 1.87550
H 6.13131 2.02084 2.82573
N -1.87734 2.76867 5.97294
C -0.95602 2.64178 5.01991
C -1.14907 3.10348 3.65906
C -2.31446 3.88119 3.47324
C -3.26405 4.06873 4.49246
C -2.98314 3.53132 5.73735
H 0.00194 2.16159 5.15456
H -0.43306 3.05792 2.85181
H -2.60583 4.17113 2.47453
H -4.21648 4.54066 4.30125
H -3.69803 3.52462 6.54684
N 3.81638 -5.59853 -1.38165
C 3.40259 -6.42644 -2.35490
C 2.10523 -6.49077 -2.90916
C 1.17817 -5.64789 -2.35165
C 1.54110 -4.68741 -1.40843
C 2.89487 -4.70556 -0.95598
H 4.13015 -7.07353 -2.82214
H 1.95315 -7.25111 -3.66092
H 0.17513 -5.72717 -2.74411
H 0.82647 -3.96072 -1.05118
H 3.22316 -3.89601 -0.32095
N -2.03462 -3.68381 1.08530
C -3.05563 -3.35160 0.27713
C -3.53717 -4.18628 -0.71717
C -2.83698 -5.38039 -0.93632
C -1.81531 -5.81130 -0.13881
C -1.41216 -4.88264 0.84597
H -3.46502 -2.37824 0.50377
H -4.34009 -3.86319 -1.36319
H -3.09973 -5.99584 -1.78401
H -1.35165 -6.78485 -0.19886
H -0.55076 -5.06663 1.47090
C -0.74283 0.18823 -0.54365
Cl 0.29224 -1.15859 -0.95472
Cl -0.35752 0.62103 1.17260
Cl -2.51610 -0.15990 -0.70010
H -0.40199 0.96295 -1.23049
C 0.09632 -2.05087 3.51901
Cl 0.42313 -0.60884 4.51485
Cl -0.45605 -3.35440 4.59261
Cl 1.52298 -2.43950 2.51188
H -0.72536 -1.72607 2.88069
*
```